{
  "formula": "CH6O2",
  "method": "the ωB97M-V functional and the def2-TZVPD basis",
  "e_homo_ha": -0.3801,
  "multiplicity": 1,
  "smiles": "CO.O",
  "e_above_lowest_kcal_mol": 6.5,
  "largest_force_ev_per_a": 1.2,
  "orbital_gap_ev": 11.00,
  "species": ["C", "O", "H", "H", "H", "H", "O", "H", "H"],
  "positions_angstrom": [[0.838, -0.644, 1.512], [-0.584, -0.511, 1.184], [1.177, -1.679, 1.335], [1.080, -0.367, 2.551], [1.388, 0.027, 0.831], [-0.685, 0.170, 0.487], [-1.105, 1.315, -2.385], [-1.829, 0.822, -2.834], [-0.280, 0.867, -2.680]],
  "atomic_forces_ev_per_a": [[-0.5, 0.4, -0.9], [0.9, 0.3, 0.0], [-0.3, 0.4, 0.1], [-0.5, 0.0, -0.4], [0.1, -0.3, 0.4], [0.2, -0.6, 0.7], [0.1, -1.0, -0.7], [0.8, 0.5, 0.5], [-0.9, 0.5, 0.3]]
}